The following is a quantum chemistry calculation of C4H7NO2 as an isolated structure, from OMol25.

LUMO level = 0.114 eV
Energy above the lowest of the compared OMol25 structures with the same formula, charge and spin = 6.183 eV
Kohn-Sham gap = 0.370 Eh

Cartesian coordinates (Å):
C: 1.357623 -1.314177 0.113459
C: 0.348270 -0.203870 -0.014654
C: 0.651138 1.093982 -0.640157
O: -0.126502 0.117755 -1.308725
C: -0.706601 -0.200790 1.019182
O: -0.718165 -0.641556 2.247856
N: -1.885541 0.154563 1.265770
H: 2.138099 -1.191134 -0.641396
H: 1.813567 -1.303917 1.107912
H: 0.874950 -2.284537 -0.036649
H: 0.111241 1.986101 -0.324734
H: 1.655089 1.249277 -1.034079
H: -2.654410 1.025022 -0.876542
H: -2.856678 1.630370 -1.257429

Cartesian forces (eV/Å) of the 3 atoms listed first:
0.04 -0.01 -0.03
0.05 -0.15 0.15
0.14 0.26 0.05

Löwdin atomic charge list, values in e, 4 entries: atom 1 (C): 0.02, atom 2 (C): -0.43, atom 3 (C): -0.06, atom 4 (O): -0.01